1.
{"formula": "C54H58N3O3S4SiTi", "method": "the ωB97M-V functional and the def2-TZVPD basis", "homo_energy_ev": -14.684, "fmax_ev_per_a": 0.69, "multiplicity": 1, "total_charge": 3, "orbital_gap_ev": 5.88, "lumo_energy_ev": -8.8, "elements": ["Ti", "C", "C", "C", "C", "C", "C", "C", "S", "O", "C", "C", "C", "C", "C", "C", "C", "C", "C", "C", "C", "C", "C", "C", "C", "C", "C", "C", "C", "C", "S", "O", "C", "C", "C", "C", "C", "C", "C", "H", "H", "H", "H", "H", "H", "H", "H", "H", "H", "H", "H", "H", "H", "H", "H", "H", "H", "H", "H", "H", "H", "H", "H", "H", "H", "C", "N", "C", "C", "N", "C", "S", "C", "C", "C", "C", "C", "N", "H", "H", "H", "H", "H", "H", "H", "H", "H", "C", "Si", "C", "C", "C", "C", "H", "H", "H", "H", "H", "H", "H", "H", "H", "C", "C", "C", "S", "O", "C", "C", "C", "H", "H", "H", "H", "H", "H", "H", "H", "H", "H", "H", "H", "H", "H"], "coordinates": [[-0.01362, 1.59025, -0.04866], [0.30020, -4.30435, -5.82390], [-0.17920, -3.45315, -4.69201], [-1.50227, -3.54552, -4.24973], [-1.94502, -2.80138, -3.17317], [-1.04878, -1.95623, -2.52297], [0.25732, -1.82349, -2.95332], [0.68025, -2.57535, -4.03856], [-1.72045, -1.06454, -1.15011], [-0.55749, -0.05893, -0.80901], [-1.92592, -2.20024, 0.15757], [-3.22482, -2.13364, 0.71777], [-3.57289, -2.99864, 1.71055], [-2.63348, -3.92557, 2.21509], [-2.97383, -4.79892, 3.27397], [-2.04950, -5.66523, 3.77891], [-0.73765, -5.70120, 3.25277], [-0.37956, -4.87939, 2.22583], [-1.32057, -3.96968, 1.67055], [-0.97697, -3.10750, 0.59759], [0.38875, -3.23313, 0.01563], [0.67605, -4.31502, -0.87122], [-0.32573, -5.19883, -1.33812], [-0.00746, -6.21612, -2.19266], [1.32266, -6.40217, -2.62295], [2.31130, -5.56904, -2.18197], [2.01349, -4.51064, -1.29410], [3.04015, -3.66491, -0.79561], [2.75184, -2.64413, 0.05842], [1.40837, -2.41378, 0.43749], [0.89142, -1.14948, 1.58372], [1.38679, -1.41296, 2.94819], [1.95877, 0.22654, 1.00683], [2.42309, 1.02238, 2.06662], [3.44008, 1.93710, 1.86520], [4.05257, 2.07067, 0.61742], [5.24002, 2.96385, 0.43979], [3.56293, 1.30769, -0.43777], [2.52573, 0.39719, -0.26264], [-0.42643, -4.32990, -6.63478], [0.44394, -5.33048, -5.47974], [1.25002, -3.94938, -6.21921], [-2.18694, -4.21744, -4.75094], [-2.97118, -2.89060, -2.83603], [0.94486, -1.17070, -2.43755], [1.70715, -2.49306, -4.37181], [-3.93353, -1.40841, 0.33937], [-4.56884, -2.97812, 2.13316], [-3.97653, -4.76290, 3.67884], [-2.31245, -6.32946, 4.59070], [-0.01617, -6.38738, 3.67324], [0.62873, -4.91176, 1.83677], [-1.34821, -5.07766, -1.00218], [-0.77564, -6.89724, -2.53320], [1.55764, -7.22132, -3.28912], [3.33784, -5.72045, -2.49012], [4.06322, -3.86523, -1.08714], [3.53832, -2.02705, 0.47235], [2.01389, 0.86301, 3.05497], [3.80718, 2.51711, 2.70301], [5.13817, 3.88088, 1.01953], [5.40200, 3.22264, -0.60536], [6.13818, 2.45640, 0.79745], [4.04167, 1.37994, -1.40689], [2.22605, -0.24446, -1.08043], [-4.84763, 1.89864, -1.45731], [-3.72876, 1.55040, -2.32812], [-3.82363, 0.75752, -3.45062], [-2.58234, 0.63650, -3.96474], [-1.72915, 1.37044, -3.15361], [-2.45198, 1.90761, -2.14168], [-1.91405, 2.90336, -0.84685], [-0.37890, 1.66387, -3.47870], [-0.03072, 1.68187, -4.82325], [1.26510, 2.02181, -5.15947], [2.14427, 2.37934, -4.15194], [1.69290, 2.36037, -2.84753], [0.45707, 1.98062, -2.48724], [-5.76196, 1.81954, -2.03829], [-4.72840, 2.91940, -1.10692], [-4.87494, 1.21741, -0.60780], [-4.76401, 0.35272, -3.78075], [-2.23157, 0.07424, -4.81084], [-0.75919, 1.48872, -5.59642], [1.56796, 2.04419, -6.19727], [3.15658, 2.68818, -4.36813], [2.33576, 2.67171, -2.04053], [-2.01640, -1.23125, 4.56932], [-1.56128, 0.58284, 4.59632], [0.07722, 0.89426, 5.44012], [-2.95119, 1.66482, 5.22906], [-1.30293, 1.06311, 2.77810], [-1.02988, 1.33244, 1.61544], [-2.20263, -1.58701, 5.58389], [-1.20540, -1.82930, 4.14879], [-2.92111, -1.40113, 3.98619], [-0.04764, 0.87181, 6.52404], [0.49456, 1.86953, 5.18332], [0.79661, 0.12425, 5.16679], [-3.31303, 1.27602, 6.18222], [-3.79637, 1.68491, 4.54140], [-2.63239, 2.69286, 5.40484], [-0.22886, 5.23434, 4.47751], [-0.81816, 5.79079, 3.19370], [-0.81964, 4.79089, 2.03421], [0.86803, 4.43751, 1.50610], [0.72451, 3.22242, 0.52148], [1.14944, 5.86058, 0.44020], [2.60079, 6.06141, 0.02089], [3.07757, 5.09544, -1.04611], [-0.33931, 5.95309, 5.28687], [0.83523, 5.01208, 4.38752], [-0.74059, 4.31984, 4.77459], [-0.32163, 6.72005, 2.90102], [-1.86356, 6.06726, 3.34834], [-1.37113, 5.14573, 1.16146], [-1.21305, 3.81963, 2.34333], [0.82397, 6.69065, 1.07669], [0.44511, 5.78252, -0.39170], [3.24492, 6.02618, 0.90262], [2.67127, 7.08597, -0.35013], [3.08269, 4.07246, -0.67204], [4.09210, 5.34456, -1.35367], [2.44022, 5.14059, -1.93107]], "forces_ev_per_a": [[-0.4906, 0.3486, -0.3340], [0.0515, -0.0335, -0.0845], [-0.0801, 0.0055, 0.0341], [0.0203, 0.0496, 0.0338], [0.0479, 0.0188, -0.0125], [-0.1772, -0.1707, 0.0298], [0.0198, 0.0266, 0.0181], [0.0503, 0.0240, 0.0243], [0.1448, 0.1341, -0.0316], [0.0593, -0.1019, 0.0286], [0.0582, -0.1471, 0.0110], [-0.0645, 0.0083, 0.0352], [0.0100, 0.0435, -0.0477], [-0.0277, -0.0010, 0.0316], [0.0079, -0.0144, 0.0220], [-0.0024, 0.0042, -0.0017], [-0.0054, 0.0406, -0.0552], [0.0091, -0.0379, 0.0378], [0.0028, -0.0171, 0.0071], [-0.1404, 0.0348, -0.0708], [0.1160, -0.0432, -0.0555], [0.0491, 0.0209, 0.0029], [-0.0314, -0.0280, 0.0112], [0.0032, -0.0071, 0.0021], [0.0011, 0.0033, -0.0009], [-0.0125, -0.0405, -0.0115], [0.0129, 0.0340, 0.0101], [-0.0380, 0.0438, 0.0562], [0.0119, -0.0094, -0.0144], [0.0787, -0.0021, -0.0194], [-0.2019, 0.0346, -0.1495], [0.0874, -0.1152, 0.1907], [0.2610, -0.0553, 0.2568], [0.0115, 0.0701, -0.1006], [-0.0804, -0.0910, 0.0310], [0.0003, -0.0467, 0.0362], [0.1070, 0.0128, -0.0036], [0.0010, -0.0193, -0.0418], [-0.1945, 0.0023, 0.0480], [-0.0080, -0.0185, -0.0112], [-0.0042, -0.0177, -0.0047], [-0.0007, -0.0069, -0.0023], [-0.0157, -0.0065, -0.0136], [-0.0310, -0.0027, 0.0262], [0.0203, 0.0539, 0.0220], [0.0180, 0.0052, -0.0020], [-0.0214, 0.0078, 0.0037], [-0.0180, 0.0137, 0.0004], [-0.0182, -0.0034, 0.0071], [-0.0181, -0.0017, 0.0086], [0.0226, -0.0087, 0.0033], [0.0051, -0.0050, 0.0065], [0.0004, 0.0151, 0.0016], [-0.0243, -0.0064, -0.0029], [0.0158, -0.0128, -0.0029], [0.0132, 0.0007, -0.0104], [0.0269, 0.0151, 0.0046], [0.0329, -0.0016, -0.0100], [-0.0009, -0.0166, 0.0470], [0.0048, 0.0104, 0.0231], [0.0123, 0.0139, 0.0045], [0.0138, -0.0177, 0.0208], [0.0069, 0.0009, 0.0162], [0.0152, -0.0124, -0.0097], [0.0396, -0.0283, -0.0306], [-0.0172, 0.0420, 0.0669], [0.2113, -0.0103, -0.1085], [0.1674, -0.0360, -0.1361], [-0.2689, -0.1037, -0.1106], [-0.1550, -0.1860, 0.1222], [-0.1106, 0.3068, 0.2558], [-0.0005, -0.1932, -0.0222], [0.1287, 0.2554, -0.1181], [0.0164, 0.0512, 0.1569], [0.0568, 0.0101, -0.0648], [0.0039, 0.0418, 0.0761], [-0.0573, 0.0640, 0.0090], [0.0180, -0.2685, 0.0462], [-0.0133, -0.0158, 0.0428], [-0.0391, -0.0176, 0.0070], [-0.0358, 0.0378, 0.0026], [0.0022, -0.0231, -0.0265], [-0.0017, -0.0002, 0.0027], [-0.0278, -0.0337, 0.0493], [0.0109, -0.0013, -0.0139], [0.0191, 0.0083, -0.0084], [-0.0017, -0.0315, -0.0047], [0.0737, 0.2285, 0.0029], [-0.1188, -0.1425, 0.0572], [-0.1759, 0.0598, -0.0941], [0.1644, -0.0805, -0.0449], [0.0112, 0.0178, 0.2306], [0.1805, 0.0529, -0.0929], [0.0092, 0.0116, 0.0475], [0.0317, 0.0089, -0.0295], [-0.0414, 0.0059, -0.0289], [-0.0180, -0.0328, 0.0206], [-0.0169, 0.0545, -0.0068], [0.0572, -0.0863, -0.0396], [0.0097, -0.0244, 0.0340], [-0.0275, -0.0344, -0.0355], [0.0374, 0.0286, -0.0284], [0.0650, 0.0205, 0.1020], [-0.1241, 0.0766, -0.1387], [0.0189, -0.0352, 0.0060], [0.0463, 0.0045, 0.0061], [0.1646, 0.0427, -0.2928], [-0.0243, 0.1113, 0.1613], [-0.1036, 0.1448, 0.0058], [0.0622, -0.0025, -0.0596], [0.0040, 0.0036, 0.0079], [0.0347, -0.0114, -0.0132], [-0.0398, -0.0752, 0.0240], [0.0050, -0.0313, 0.0329], [0.0135, -0.0329, 0.0036], [0.0394, 0.0104, -0.0139], [0.0095, 0.0149, 0.0176], [0.0046, -0.0481, -0.0240], [0.0497, -0.0634, -0.0408], [-0.0081, -0.0367, 0.0163], [-0.0093, -0.0171, -0.0143], [-0.0260, -0.0128, -0.0028], [0.0028, -0.0077, -0.0133], [-0.0303, 0.0322, -0.0048]], "lowdin_charge": [0.838, -0.018, -0.243, -0.010, -0.072, -0.387, -0.063, -0.005, 1.176, -0.621, -0.332, -0.070, -0.007, -0.145, -0.007, -0.023, -0.021, 0.015, -0.095, -0.148, -0.163, -0.116, -0.009, -0.043, -0.047, -0.009, -0.146, 0.016, -0.044, -0.294, 0.985, -0.429, -0.399, -0.050, 0.001, -0.251, -0.023, -0.035, -0.120, 0.095, 0.090, 0.089, 0.134, 0.126, 0.095, 0.128, 0.103, 0.133, 0.127, 0.123, 0.122, 0.128, 0.127, 0.120, 0.120, 0.125, 0.130, 0.127, 0.110, 0.138, 0.092, 0.085, 0.109, 0.131, 0.100, 0.019, -0.095, 0.009, -0.016, 0.012, -0.627, 0.826, -0.240, 0.039, 0.002, -0.003, -0.104, 0.077, 0.112, 0.087, 0.104, 0.150, 0.141, 0.127, 0.135, 0.129, 0.071, -0.155, 0.486, -0.159, -0.166, -0.092, -0.230, 0.051, 0.029, 0.027, 0.050, 0.024, 0.027, 0.047, 0.037, 0.023, -0.086, -0.267, -0.323, 1.118, -0.652, -0.302, -0.255, -0.097, 0.094, 0.071, 0.064, 0.107, 0.130, 0.095, 0.074, 0.105, 0.118, 0.117, 0.129, 0.028, 0.095, 0.087]}



2.
{"formula": "C16H32Li6O12P2", "method": "the ωB97M-V functional and the def2-TZVPD basis", "homo_energy_ev": [-1.177, -3.634], "fmax_ev_per_a": 7.04, "multiplicity": 2, "s_squared": 0.750, "total_charge": -1, "orbital_gap_ev": [2.85, 5.31], "lumo_energy_ev": [1.7, 1.7], "elements": ["Li", "Li", "Li", "Li", "Li", "Li", "P", "O", "O", "O", "O", "P", "O", "O", "O", "O", "C", "C", "C", "O", "C", "H", "H", "H", "H", "H", "H", "H", "H", "C", "C", "C", "O", "C", "H", "H", "H", "H", "H", "H", "H", "H", "C", "C", "C", "O", "C", "H", "H", "H", "H", "H", "H", "H", "H", "C", "C", "C", "O", "C", "H", "H", "H", "H", "H", "H", "H", "H"], "coordinates": [[0.84387, 2.67722, 2.25072], [-2.36027, 0.85826, -0.83519], [-2.48143, 2.35652, 3.30135], [-3.05512, 2.86590, 0.49605], [-2.30268, 0.09408, 1.66717], [0.10303, 3.69432, -0.49260], [-0.56987, 1.58914, 0.44456], [-1.46224, 2.41744, -0.54709], [0.87881, 2.15235, 0.35344], [-1.00301, 0.14217, 0.26363], [-1.14585, 1.90413, 1.85268], [-4.37154, 1.29616, 1.97197], [-5.85999, 1.03978, 2.37438], [-3.48513, 0.63491, 2.98527], [-4.06540, 2.80486, 2.15430], [-3.73297, 0.89817, 0.64971], [3.15600, 4.42352, -3.26630], [2.89595, 5.81850, -2.68366], [1.33570, 5.86919, -2.56033], [1.15636, 4.48597, -2.01200], [2.09512, 3.56558, -2.61040], [4.10428, 3.95600, -3.00118], [2.98391, 4.56459, -4.33334], [3.25841, 6.63836, -3.30378], [3.37016, 6.11172, -1.74704], [0.86095, 6.08895, -3.51658], [0.84854, 6.50847, -1.82406], [1.52225, 3.00312, -3.34767], [2.51333, 2.81039, -1.94489], [-0.21827, -2.44779, 4.60516], [0.90703, -2.35356, 3.54981], [0.25380, -1.50020, 2.41987], [-1.14773, -1.42650, 2.78688], [-1.30921, -1.42757, 4.16739], [0.21433, -2.15806, 5.56276], [-0.67218, -3.43878, 4.60588], [1.25983, -3.30492, 3.15163], [1.78570, -1.83614, 3.93492], [0.50775, -1.79299, 1.40111], [0.60895, -0.47064, 2.46417], [-2.31182, -1.66475, 4.52324], [-1.09385, -0.40942, 4.49155], [-1.85298, -4.26718, -0.20636], [-3.23909, -4.79002, -0.33029], [-3.80600, -3.70533, -1.15216], [-3.33025, -2.51856, -0.62916], [-2.00419, -2.71667, -0.19907], [-1.25458, -4.44429, -1.10004], [-1.23750, -4.54195, 0.65025], [-3.82900, -4.71956, 0.58357], [-3.30797, -5.81564, -0.69290], [-4.89405, -3.73396, -1.21066], [-3.50369, -3.71079, -2.19938], [-1.98480, -2.38419, 0.83880], [-1.25741, -2.16138, -0.76658], [3.13994, -1.65406, -0.86142], [4.20158, -1.49850, -1.87970], [3.50869, -1.14908, -3.14988], [2.06904, -1.26467, -2.83735], [1.80504, -1.09558, -1.49184], [3.35767, -1.29268, 0.14362], [2.98648, -2.68942, -0.55716], [4.72150, -2.45651, -1.87553], [4.87587, -0.70468, -1.55834], [3.70853, -1.85675, -3.95447], [3.70368, -0.11765, -3.44352], [0.94644, -1.71536, -1.23342], [1.66155, -0.03398, -1.29049]], "forces_ev_per_a": [[-0.3569, -0.1285, -0.2175], [-1.2376, -0.8021, 0.3183], [-0.7750, -0.6434, -0.9429], [-0.3897, -0.4263, 0.8767], [0.0550, -0.3723, 0.5604], [0.1126, 0.0309, -0.4735], [-1.3626, 0.2181, 2.0212], [0.7098, 1.1473, -0.8673], [-0.6980, -0.5557, -0.0238], [1.6086, -0.5476, -1.6023], [1.6072, 1.0776, 0.8443], [-6.0585, 0.8462, 3.4798], [2.3382, 0.0376, -2.1825], [2.7995, -1.6452, 2.6167], [1.2575, 2.0864, -0.8432], [0.6972, -0.2512, -3.6750], [-0.0846, 0.6318, 0.5924], [-0.5180, 1.8057, 0.1631], [1.6300, -1.9583, 1.0743], [-0.7357, 0.6053, -0.0492], [-1.0353, 0.0819, -1.1209], [0.3126, 0.5725, -0.5139], [0.3335, -0.6268, -0.0935], [-0.0686, -0.1845, -0.6377], [-0.1684, -0.8663, 0.4234], [-0.1653, -0.7382, -0.2135], [0.5683, 0.1181, 0.1175], [0.0523, -0.1485, -0.1972], [-0.3081, 0.5443, 0.7266], [0.1130, 0.5137, 0.2020], [-0.4775, 0.5702, -0.7441], [-0.0097, 0.6852, 1.7126], [-0.5023, -0.5905, -2.7913], [1.8123, -0.1207, 0.5926], [-0.3340, -0.4629, 0.2912], [0.1799, -0.0276, 0.3012], [-0.2345, -0.1693, 0.1886], [-0.0357, 0.0146, 0.0881], [-0.9861, -0.4710, 0.0030], [0.2780, 0.1945, 0.1772], [-0.0309, -0.1352, -0.6486], [0.1406, 0.1310, 0.5376], [2.2651, 1.2567, 0.0824], [-0.2414, -0.5841, 0.7429], [-1.3927, 0.1435, -2.3178], [-0.5825, 1.3863, 0.0985], [-0.4445, -1.0350, 1.5542], [-0.1013, -0.7292, -0.1450], [-0.2190, -0.3853, 0.0787], [0.4037, -0.2583, 0.4755], [-0.0550, 0.1535, -0.2890], [-0.1340, 0.3933, 0.4309], [0.3184, -0.6336, -0.4837], [0.3083, 0.3025, -0.0993], [-0.1216, -0.1095, -0.2371], [-2.4872, -0.3140, 2.2888], [1.3906, -0.1182, 0.8697], [-2.0858, -0.1194, 0.0751], [0.7720, -0.3587, -2.6736], [1.9842, -0.3493, 0.9210], [0.1853, 0.9472, -0.1758], [-0.1947, -0.4427, -0.7406], [0.4354, 0.2491, -0.5629], [0.2735, -0.1078, -0.2034], [-0.0744, 0.2753, -0.1327], [0.1075, -0.0058, -0.2475], [-0.0769, 0.3729, 0.1286], [-0.2662, 0.0297, 0.4913]], "lowdin_spin": [0.446, 0.020, 0.097, 0.041, 0.025, 0.159, 0.014, 0.008, 0.056, 0.004, 0.045, 0.002, 0.001, 0.001, 0.002, 0.001, 0.002, 0.004, 0.006, 0.013, 0.004, 0.001, 0.000, 0.000, 0.004, 0.000, 0.006, 0.001, 0.002, 0.001, 0.002, 0.005, 0.002, 0.002, 0.000, 0.000, 0.000, 0.002, 0.000, 0.006, 0.000, 0.002, 0.000, 0.000, 0.000, 0.001, 0.001, 0.000, 0.000, 0.000, 0.000, 0.000, 0.000, 0.000, 0.000, 0.001, 0.001, 0.000, 0.001, 0.001, 0.002, 0.000, 0.000, 0.001, 0.000, 0.000, 0.000, 0.001]}



3.
{"formula": "Cl3HO3Si", "method": "the ωB97M-V functional and the def2-TZVPD basis", "homo_energy_ev": -10.538, "fmax_ev_per_a": 2.01, "multiplicity": 1, "total_charge": 0, "orbital_gap_ev": 8.13, "lumo_energy_ev": -2.4, "elements": ["O", "O", "O", "Si", "Cl", "Cl", "Cl", "H"], "coordinates": [[1.76178, 0.71860, -0.75205], [-1.03514, -1.57322, -0.96890], [1.51606, 3.23898, 0.51501], [1.17006, 1.78582, 0.28402], [-2.92387, -3.28318, 0.58980], [-2.36708, -1.41533, -0.37268], [-0.15990, 0.75869, 1.39836], [2.03811, -0.23037, -0.69357]], "forces_ev_per_a": [[0.8784, -0.8049, -0.3631], [1.2437, 0.0587, -0.6431], [-0.0997, -0.2313, -0.2995], [0.2316, -0.5442, 0.2559], [0.1534, 0.9813, -0.4280], [-1.3658, -1.0465, 1.0473], [-0.2524, 0.0863, 0.2636], [-0.7892, 1.5006, 0.1669]], "lowdin_charge": [-0.160, -0.702, -0.323, 0.003, 0.099, 0.582, 0.394, 0.107]}